An isolated ion of composition C6H14N3S and charge +1. Source: the OMol25 dataset; level of theory: wB97M-V/def2-TZVPD.

Calculated values
Orbital gap: 8.05 eV
SMILES: [H]/N=[N+](\C)C(=S)NC(C)(C)C
Net charge: +1
Maximum force: 4.06 eV/Å
Multiplicity: 1
ΔE to the lowest compared entry with this formula, charge and spin: 381.8 kJ/mol

Positions of all 24 atoms, in Å:
H  -3.0563  2.5620  0.2314
N  -2.3498  1.8259  0.2353
N  -2.6377  0.6489  0.1136
C  -3.8737  0.0849  -0.0492
C  -1.2220  -0.4464  -0.1128
S  -1.7121  -1.9734  -0.0127
N  -0.1437  0.2282  -0.2697
C  1.2140  -0.3019  -0.1326
C  2.0259  0.9828  -0.1444
C  1.4840  -0.8619  1.2208
C  1.6848  -1.3030  -1.2060
H  -4.2325  0.2184  -1.1495
H  -4.6746  0.6622  0.4787
H  -3.6559  -0.9585  0.1756
H  -0.2349  1.2056  -0.0184
H  3.1227  0.7970  -0.1502
H  1.9010  1.5730  -1.0573
H  1.8436  1.4925  0.7819
H  2.5577  -0.6492  1.4728
H  1.0988  -1.8929  1.4754
H  0.9930  -0.2322  1.9563
H  2.6738  -1.8900  -1.0253
H  0.8511  -1.9521  -1.2705
H  1.9618  -0.9113  -2.1794



One molecule with the formula C6H14N4O2. Source: the OMol25 dataset; level of theory: wB97M-V/def2-TZVPD.

Calculated values
Orbital gap: 9.23 eV
SMILES: [H]/N=C(/N)NCCC[C@H](N)C(=O)O
Net charge: 0
Maximum force: 3.84 eV/Å
Multiplicity: 1
ΔE to the lowest compared entry with this formula, charge and spin: 150.6 kJ/mol

Positions of all 26 atoms, in Å:
H  3.1167  -1.1259  -0.9985
N  3.4353  -0.5381  -0.2253
C  2.5808  0.4058  -0.0515
N  3.0731  1.4662  0.7592
N  1.2976  0.6696  -0.5172
C  0.5559  -0.4200  -1.1346
C  -0.0236  -1.4504  -0.0737
C  -0.7149  -0.7904  1.1882
C  -2.0893  -0.0372  0.6930
N  -3.0480  -0.9550  0.0440
C  -1.9271  1.3126  0.1232
O  -1.0591  2.1036  0.4611
O  -2.6587  1.5979  -0.9152
H  3.0340  2.4395  0.3401
H  4.0459  1.1749  0.8490
H  0.7482  1.4690  -0.1843
H  -0.1832  -0.0526  -1.8125
H  1.2146  -1.1006  -1.6448
H  0.8028  -2.0392  0.3635
H  -0.6753  -2.1396  -0.6194
H  -0.0068  -0.1851  1.7617
H  -1.0948  -1.6439  1.7750
H  -2.4837  0.2609  1.6786
H  -2.7129  -1.8167  0.3564
H  -2.8639  -1.0032  -0.9700
H  -2.3635  2.3979  -1.2458



One molecule with the formula C6H14N4S. Source: the OMol25 dataset; level of theory: wB97M-V/def2-TZVPD.

Calculated values
Orbital gap (spin up / spin down): 6.35 / 5.63 eV
Net charge: 0
⟨S²⟩: 2.005
Maximum force: 4.82 eV/Å
Multiplicity: 3

Positions of all 25 atoms, in Å:
C  -1.8878  1.8470  1.4950
C  -0.6350  -1.3536  0.5302
C  2.4260  -0.9221  -0.0865
C  1.3830  0.3616  1.7829
C  -1.1991  -0.5306  -2.3165
C  1.2561  0.1064  0.2818
N  -2.0710  1.1483  0.4538
N  -1.3982  1.3702  -0.8286
N  -0.0039  -0.4145  -0.1835
N  -0.6459  0.2960  -1.2883
S  -2.1287  -1.9541  0.3546
H  -1.1392  2.6439  1.4347
H  -0.0391  -1.8847  1.1402
H  2.4363  -1.7270  0.6224
H  2.2296  -1.2987  -1.1425
H  3.4028  -0.5158  -0.2764
H  1.6719  -0.4249  2.3323
H  0.4247  0.6885  2.1814
H  2.2286  1.0690  1.9403
H  -0.8497  -1.5741  -2.6543
H  -2.3583  -0.6152  -2.2296
H  -0.8331  0.0377  -3.1692
H  1.3949  0.9903  -0.2076
H  -2.7289  0.4329  0.4289
H  -0.9361  2.2236  -0.5956



A 2-piece molecular cluster, C6H14N5 overall. Source: the OMol25 dataset; level of theory: wB97M-V/def2-TZVPD.

Calculated values
Orbital gap: 9.15 eV
Net charge: +1
Maximum force: 1.82 eV/Å
Multiplicity: 1
ΔE to the lowest compared entry with this formula, charge and spin: 53.0 kJ/mol

Positions of all 25 atoms, in Å:
C  -1.8278  1.4900  0.8158
C  0.5685  1.4320  -1.8323
C  -1.0175  1.7128  -0.4142
C  -1.2255  2.6192  -1.4153
N  0.1427  1.0199  -0.6626
N  -0.2841  2.3389  -2.3599
H  1.5184  1.2627  -2.3155
H  -0.0611  2.7948  -3.2306
H  -2.0844  3.2480  -1.5301
H  -2.7786  1.0013  0.6040
H  -2.2919  2.4268  1.1281
H  -1.1996  1.1359  1.6271
C  -0.4289  -1.6655  2.0304
C  1.1773  -1.7975  0.1952
N  -0.0244  -2.0712  0.6974
N  1.7912  -2.6689  -0.6052
N  1.9096  -0.7678  0.6689
H  -0.6892  -2.4483  0.0320
H  1.2630  -3.4467  -0.9721
H  2.6615  -2.4191  -1.0432
H  1.5102  0.1647  0.5168
H  2.8999  -0.8706  0.8222
H  0.0843  -0.7522  2.3269
H  -0.1619  -2.4345  2.7517
H  -1.4517  -1.3049  2.1642